1.
{
  "formula": "C40H41N9O2RbS2",
  "method": "ωB97M-V with the def2-TZVPD basis set",
  "species": ["Rb", "C", "C", "C", "C", "C", "N", "C", "C", "C", "N", "C", "C", "C", "C", "C", "C", "C", "C", "N", "C", "C", "C", "N", "C", "C", "C", "C", "O", "C", "O", "H", "H", "H", "H", "H", "H", "H", "H", "H", "H", "H", "H", "H", "H", "H", "H", "H", "H", "H", "H", "H", "H", "H", "H", "H", "H", "H", "H", "N", "C", "S", "N", "N", "C", "C", "C", "C", "C", "C", "N", "H", "H", "H", "H", "H", "H", "H", "S", "C", "C", "C", "C", "C", "C", "C", "C", "C", "N", "H", "H", "H", "H", "H", "H"],
  "xyz": [[-0.534501, -0.968781, 1.239510], [6.714593, 2.346478, 2.419111], [5.546593, 1.514412, 1.972268], [5.635923, 0.582401, 0.996264], [4.493647, -0.170638, 0.556587], [4.640324, -1.039638, -0.508637], [3.691258, -1.528453, -1.301767], [2.357960, -0.973634, -1.475951], [1.919925, -1.054101, -2.931705], [0.725577, -0.134831, -3.157307], [1.196165, 1.231747, -3.420595], [0.541127, 2.380421, -3.229699], [-0.423524, 2.737303, -2.311443], [-1.182667, 3.931425, -2.599007], [-2.204174, 4.340117, -1.821639], [-3.032823, 5.554888, -2.121544], [-2.505047, 3.566026, -0.641852], [-1.786300, 2.493013, -0.255151], [-2.106717, 1.725272, 0.987714], [-1.700975, 2.027335, 2.147907], [-0.841329, 3.199905, 2.315138], [-0.471553, 3.375403, 3.780874], [0.315500, 2.201536, 4.353548], [1.654915, 2.144695, 3.776373], [1.865179, 1.197402, 2.964628], [3.165198, 0.995717, 2.292914], [4.264664, 1.726420, 2.589519], [3.248000, -0.096126, 1.317575], [2.353709, -0.937491, 1.201293], [-0.643359, 2.032912, -1.052779], [0.104905, 1.138086, -0.637629], [7.642251, 2.003587, 1.959038], [6.841438, 2.300894, 3.503163], [6.577917, 3.399099, 2.157106], [6.585538, 0.412906, 0.494410], [5.646456, -1.350383, -0.782103], [3.968186, -2.244871, -1.952638], [2.382054, 0.063714, -1.142376], [1.618551, -1.489703, -0.866143], [1.634474, -2.079885, -3.178275], [2.735540, -0.769546, -3.608547], [0.080501, -0.122948, -2.282378], [0.133940, -0.455077, -4.018960], [1.889375, 1.270552, -4.150838], [0.829075, 3.154244, -3.938740], [-0.941455, 4.476940, -3.507572], [-2.760875, 5.989704, -3.083761], [-2.901245, 6.323061, -1.355142], [-4.096647, 5.309085, -2.151304], [-3.352558, 3.873288, -0.034670], [-2.701306, 0.814082, 0.869869], [-1.347926, 4.098612, 1.950498], [0.062476, 3.081450, 1.705188], [-1.392868, 3.489770, 4.358389], [0.111161, 4.293179, 3.903295], [-0.234031, 1.266636, 4.197804], [0.427036, 2.341189, 5.431030], [1.098664, 0.464365, 2.707054], [4.165500, 2.492675, 3.353173], [0.913433, -3.814138, 5.372133], [0.314419, -3.381910, 4.206148], [-0.858920, -2.148066, 4.362569], [0.765111, -4.061467, 3.154786], [0.309829, -3.653015, 1.949722], [0.632846, -4.452741, 0.997222], [0.259310, -4.247216, -0.402429], [0.569181, -5.245364, -1.338395], [0.147408, -5.105263, -2.646609], [-0.591690, -3.984163, -3.002504], [-0.838355, -3.034968, -2.019123], [-0.400705, -3.141146, -0.770518], [0.417144, -3.590515, 6.214977], [1.361768, -4.714639, 5.305316], [1.172732, -5.370023, 1.240959], [1.112940, -6.125579, -1.018608], [0.370714, -5.874718, -3.376746], [-0.980971, -3.849526, -4.003441], [-1.435869, -2.147416, -2.218500], [-5.765874, -2.778074, -0.007836], [-5.042937, -3.615080, 1.296136], [-3.778684, -3.176360, 1.544888], [-3.267737, -2.141559, 0.675179], [-4.259965, -1.844644, -0.230350], [-4.226794, -0.919042, -1.359196], [-5.418701, -0.525956, -2.016110], [-5.382277, 0.319372, -3.097857], [-4.150016, 0.791683, -3.547086], [-3.034844, 0.374855, -2.846910], [-3.042023, -0.437710, -1.791173], [-5.597540, -4.381112, 1.821494], [-3.192909, -3.585435, 2.362950], [-6.368063, -0.887777, -1.646650], [-6.303420, 0.616361, -3.586575], [-4.055133, 1.457830, -4.394611], [-2.056818, 0.728679, -3.164343]],
  "forces_ev_per_angstrom": [[-0.302, -0.321, 0.115], [0.067, 0.004, 0.004], [-0.123, 0.035, 0.065], [0.016, -0.045, -0.020], [0.061, -0.022, -0.038], [-0.041, -0.002, -0.014], [0.000, -0.014, 0.033], [-0.016, 0.013, -0.095], [-0.041, -0.032, 0.008], [0.063, 0.107, 0.003], [-0.048, -0.037, -0.040], [-0.012, -0.021, 0.026], [0.009, 0.054, 0.026], [0.041, -0.049, -0.071], [-0.034, -0.063, 0.128], [-0.015, 0.038, -0.034], [-0.046, 0.077, -0.064], [0.095, -0.121, -0.082], [0.060, 0.148, -0.027], [-0.009, -0.020, -0.077], [-0.002, -0.050, -0.018], [-0.046, 0.023, 0.020], [0.086, -0.024, 0.027], [-0.131, -0.010, -0.007], [0.201, 0.011, -0.081], [-0.077, -0.045, -0.017], [0.081, 0.041, -0.017], [-0.037, 0.024, 0.055], [-0.022, 0.074, 0.020], [-0.175, 0.045, 0.067], [0.061, 0.041, -0.055], [-0.012, 0.007, -0.012], [-0.008, -0.013, -0.007], [-0.009, -0.007, 0.003], [-0.008, 0.003, -0.001], [0.008, 0.004, 0.004], [0.000, 0.011, -0.024], [-0.005, 0.006, -0.010], [0.111, -0.012, 0.153], [-0.013, 0.006, 0.005], [0.008, 0.010, 0.003], [-0.017, -0.039, -0.004], [0.012, -0.043, 0.008], [0.017, 0.011, -0.008], [0.005, 0.003, -0.013], [0.002, 0.009, 0.015], [0.009, 0.000, 0.009], [-0.003, -0.007, 0.004], [0.005, -0.017, -0.006], [0.013, 0.006, 0.005], [-0.088, 0.051, -0.009], [-0.002, 0.017, 0.014], [0.005, -0.007, 0.020], [0.003, -0.015, 0.003], [0.004, -0.002, -0.026], [-0.023, 0.002, -0.027], [0.004, 0.012, 0.000], [0.077, 0.044, 0.218], [0.004, -0.003, -0.012], [0.052, -0.001, -0.088], [0.006, -0.059, 0.069], [0.159, 0.015, -0.150], [-0.128, 0.132, -0.019], [0.193, -0.300, 0.047], [0.014, 0.035, -0.010], [-0.056, -0.038, 0.035], [-0.022, -0.009, -0.018], [-0.001, -0.018, -0.007], [-0.001, 0.017, 0.022], [-0.036, 0.034, 0.023], [0.159, 0.000, 0.085], [-0.024, 0.001, 0.036], [-0.010, 0.007, 0.039], [0.066, 0.010, -0.059], [0.002, 0.003, -0.001], [-0.002, 0.001, -0.003], [0.003, -0.015, 0.001], [0.020, -0.035, -0.011], [-0.016, -0.113, -0.080], [-0.075, 0.054, 0.027], [0.260, 0.067, 0.085], [-0.437, 0.182, -0.234], [0.153, 0.027, -0.057], [-0.070, 0.071, 0.038], [0.023, -0.027, 0.051], [0.051, 0.032, -0.021], [-0.052, -0.031, 0.034], [0.046, 0.059, 0.013], [-0.035, 0.006, -0.025], [0.003, 0.026, 0.000], [-0.005, 0.006, -0.016], [-0.007, -0.017, 0.011], [0.006, -0.004, -0.003], [-0.011, -0.003, 0.006], [0.012, -0.012, 0.035]],
  "mulliken_charge": [0.970, -1.630, 0.572, -0.918, 1.021, -0.939, 0.072, 0.247, -1.631, 0.721, 0.134, -0.898, 0.928, -1.160, 0.559, -1.619, -0.045, 0.768, -1.846, -0.228, -0.216, -1.089, -0.517, -0.508, -0.108, -0.169, -0.110, 0.176, -0.476, -0.369, 0.015, 0.359, 0.357, 0.309, 0.309, 0.365, 0.319, 0.350, -0.128, 0.249, 0.575, -0.883, 0.572, 0.325, 0.365, 0.256, 0.376, 0.320, 0.367, 0.467, 1.002, 0.397, 0.156, 0.421, 0.364, 0.230, 0.421, 0.139, 0.535, -0.474, 0.417, -0.383, -1.358, 1.327, -1.307, 0.969, -0.878, -0.460, -0.939, -0.292, 0.797, 0.223, 0.242, 0.166, 0.445, 0.383, 0.480, 0.054, -0.410, -0.354, -0.758, 0.287, -0.069, 0.159, -1.033, -0.577, -1.185, 0.298, 0.575, 0.431, 0.340, 0.399, 0.379, 0.470, 0.037],
  "orbital_gap_ev": 5.0,
  "e_lumo_ev": 1.5,
  "homo_energy_ha": -0.1292,
  "total_charge": -1
}

2.
{
  "formula": "C12H6Cl2O2",
  "method": "ωB97M-V with the def2-TZVPD basis set",
  "species": ["O", "O", "Cl", "Cl", "C", "C", "C", "C", "C", "C", "C", "C", "C", "C", "C", "C", "H", "H", "H", "H", "H", "H"],
  "xyz": [[-0.968668, 0.899314, -2.052308], [-2.479427, -2.804908, 0.428441], [3.983192, 3.227333, 1.338864], [2.298459, -1.942381, 1.591031], [-1.445318, -0.193503, -1.666128], [-2.306718, -1.965723, -0.456134], [-2.493031, -0.847902, -2.457027], [-3.016691, -1.891564, -1.739717], [-1.297098, -0.934039, -0.373634], [-0.341817, -0.871595, 0.657727], [1.481535, 2.444903, 0.794337], [2.973485, 0.669741, 1.411263], [0.454824, 1.507617, 0.600640], [2.726305, 2.031962, 1.151399], [1.980833, -0.266272, 1.268252], [0.702226, 0.148745, 0.813429], [-2.725736, -0.515649, -3.454435], [-3.794980, -2.573020, -2.031245], [-0.351071, -1.703070, 1.387901], [1.293738, 3.487403, 0.634353], [3.906671, 0.277670, 1.731997], [-0.580713, 1.814938, 0.420994]],
  "forces_ev_per_angstrom": [[-0.494, -2.612, 1.177], [-0.240, 0.749, -1.138], [-0.135, -0.425, 0.009], [0.083, 0.269, -0.030], [0.968, 3.817, -0.432], [-0.246, -2.435, 2.263], [-0.753, -2.266, 0.943], [0.614, 1.678, -1.419], [2.704, 1.216, 1.296], [-1.992, -0.239, -2.077], [-1.335, -0.208, -0.552], [0.013, 0.268, -0.031], [0.201, -0.177, 0.571], [0.789, -0.923, 0.459], [-0.974, 0.812, -0.546], [-0.113, -0.604, 0.115], [-0.136, 0.039, -0.041], [-0.150, -0.089, 0.020], [-0.208, 0.556, -0.494], [-0.107, 0.343, -0.018], [0.897, 0.246, 0.194], [0.613, -0.016, -0.268]],
  "mulliken_charge": [-0.592, -0.590, -0.200, -0.203, 0.875, 0.133, -0.643, -0.517, 0.113, -0.712, -0.630, -0.547, -0.423, 0.162, 0.187, 0.921, 0.476, 0.468, 0.440, 0.434, 0.464, 0.384],
  "smiles": "O=C1C=CC(=O)C1=Cc1ccc(Cl)cc1Cl",
  "orbital_gap_ev": 8.1,
  "e_lumo_ev": -1.1,
  "homo_energy_ha": -0.3392
}

3.
{
  "formula": "C19H43Br3",
  "method": "ωB97M-V with the def2-TZVPD basis set",
  "species": ["C", "Br", "Br", "Br", "H", "C", "C", "C", "C", "C", "C", "H", "H", "H", "H", "H", "H", "H", "H", "H", "H", "H", "H", "H", "H", "C", "C", "C", "C", "C", "C", "H", "H", "H", "H", "H", "H", "H", "H", "H", "H", "H", "H", "H", "H", "C", "C", "C", "C", "C", "C", "H", "H", "H", "H", "H", "H", "H", "H", "H", "H", "H", "H", "H", "H"],
  "xyz": [[2.466973, -2.328700, -1.617751], [3.521797, -3.690386, -2.628833], [2.740995, -0.393394, -2.241773], [2.744413, -2.472806, 0.347913], [1.390303, -2.492911, -1.661545], [-0.842581, -3.709603, 0.606393], [-1.222994, -2.603693, 1.531715], [-1.350673, -3.182521, 3.020998], [-2.341445, -2.341654, 3.975049], [-2.151631, -0.779730, 3.980772], [-1.093757, -0.185469, 5.036871], [-0.623065, -3.281876, -0.371847], [-1.595956, -4.493530, 0.529066], [0.054173, -4.172027, 1.018827], [-0.499346, -1.795954, 1.422161], [-2.225335, -2.257886, 1.279077], [-0.367885, -3.238416, 3.489081], [-1.635099, -4.234000, 3.061094], [-3.325111, -2.560003, 3.559319], [-2.390752, -2.690543, 5.006519], [-1.921550, -0.378765, 2.993662], [-3.172499, -0.411032, 4.080743], [-0.850309, 0.858843, 4.841318], [-1.604327, -0.151564, 5.999295], [-0.189654, -0.767180, 5.216651], [-2.495632, 2.429111, -2.401234], [-2.441974, 1.176755, -1.602113], [-1.511759, 0.078705, -2.240313], [-1.812984, -0.332935, -3.678904], [-1.028903, -1.693067, -4.035328], [0.391944, -1.526765, -4.678607], [-2.774791, 3.270222, -1.766651], [-3.380601, 2.424972, -3.037563], [-1.578817, 2.723503, -2.912008], [-1.979580, 1.230020, -0.616482], [-3.443956, 0.826097, -1.354760], [-1.635197, -0.750408, -1.543585], [-0.460882, 0.342622, -2.121559], [-2.893882, -0.472534, -3.662463], [-1.460627, 0.461303, -4.337023], [-0.882131, -2.223741, -3.094607], [-1.699629, -2.372499, -4.561268], [0.282346, -1.587048, -5.761408], [0.812118, -0.531997, -4.530325], [1.063099, -2.321859, -4.353815], [4.325203, 1.236819, 2.541261], [3.327435, 2.340801, 2.015204], [2.609540, 1.910728, 0.730564], [1.713145, 3.084338, 0.363794], [1.028041, 2.854822, -1.023019], [0.541791, 4.198539, -1.627922], [5.099735, 1.054917, 1.796210], [3.766977, 0.323037, 2.744922], [4.693791, 1.573978, 3.510059], [2.543522, 2.484463, 2.758799], [3.935241, 3.232507, 1.861771], [1.856329, 1.150543, 0.937628], [3.314741, 1.486994, 0.015546], [1.049598, 3.516329, 1.112920], [2.447703, 3.887414, 0.303867], [1.782067, 2.463699, -1.706077], [0.157558, 2.201902, -0.959367], [1.179623, 5.067926, -1.468445], [0.537108, 4.096004, -2.713072], [-0.491995, 4.438580, -1.379402]],
  "forces_ev_per_angstrom": [[-0.125, 0.059, 0.702], [0.109, -0.847, -0.613], [0.039, 1.317, -0.529], [0.108, -0.155, 1.114], [-0.097, -0.297, -0.593], [0.582, -0.350, -0.219], [-1.164, -0.882, 2.043], [0.111, 1.708, 0.733], [0.992, 0.174, -1.616], [0.878, -0.428, 0.191], [-1.962, -0.417, -0.212], [0.087, -0.363, -0.168], [-0.175, 0.099, -0.078], [0.229, -0.104, -0.400], [-0.103, 0.077, 0.400], [-0.036, 0.433, -0.165], [0.321, 0.392, -0.073], [-0.524, -0.008, -0.508], [-0.245, 0.201, 0.002], [0.375, -0.231, 0.032], [0.445, -0.446, -0.210], [0.116, 0.512, 0.887], [0.164, -0.132, -0.366], [-0.023, -0.109, 0.232], [-0.042, -0.105, -0.575], [-0.971, 1.477, 0.442], [1.624, -1.622, 0.031], [-0.767, 0.190, 0.699], [1.185, -1.384, 0.765], [-0.057, 1.042, 0.782], [-1.531, 0.062, -0.588], [0.304, 0.262, 0.351], [0.396, -0.304, -0.770], [-0.119, -0.310, -0.161], [0.036, 0.887, 0.197], [-0.144, -0.339, -0.459], [0.007, -0.557, -0.258], [0.081, 0.366, -0.085], [-0.102, -0.041, -0.825], [-0.476, 0.013, -0.289], [0.003, 0.118, 0.292], [0.191, 0.140, -0.598], [0.064, -0.231, -0.212], [0.098, -0.217, 0.570], [0.107, 0.289, 0.038], [-1.468, 0.916, 0.010], [0.863, -2.222, 0.151], [-1.243, 0.263, 2.001], [1.088, 0.353, -2.437], [0.349, 2.078, 0.764], [-0.211, -0.470, -0.761], [0.114, -0.060, 0.273], [0.107, -0.175, -0.259], [0.560, -0.051, -0.115], [0.221, 0.427, 0.255], [-0.348, 0.335, -0.047], [0.550, -0.857, 0.317], [-0.330, 0.560, -0.507], [-0.341, -0.917, 0.393], [-0.086, 0.651, -0.780], [-0.178, -0.416, 0.150], [0.309, -0.307, 0.045], [0.119, -0.124, 0.496], [-0.126, -0.063, -0.235], [0.063, 0.138, 0.357]],
  "mulliken_charge": [0.593, -0.323, -0.351, -0.347, -0.516, -1.096, 0.166, -0.885, -0.930, -0.194, -1.181, -0.108, 0.436, 0.344, 0.102, 0.269, 0.364, 0.461, 0.371, 0.420, 0.071, 0.371, 0.355, 0.320, 0.305, -1.369, -0.585, 0.103, -0.715, -0.016, -1.084, 0.387, 0.394, 0.232, 0.266, 0.541, 0.019, 0.134, 0.354, 0.359, -0.221, 0.439, 0.363, 0.266, 0.220, -1.224, -0.530, 0.104, -1.213, 0.947, -1.577, 0.320, 0.269, 0.384, 0.285, 0.357, -0.001, 0.235, 0.399, 0.357, 0.109, -0.405, 0.413, 0.398, 0.267],
  "multiplicity": 2,
  "orbital_gap_ev": [4.2, 8.4],
  "e_lumo_ev": [2.8, 2.7],
  "homo_energy_ha": [-0.0517, -0.2078],
  "total_charge": -1
}